# 1
DFT (ωB97M-V with the def2-TZVPD basis set) results for a molecular structure, C35H31BCl2IN8OS2Tb.

Last column: Mulliken charge in e.
Geometry (Å):
Tb1 0.61 -0.23 -0.70  0.272
C1 4.35 -3.16 -3.68  -0.887
C2 4.42 -3.89 -2.58  -0.513
C3 3.81 -3.39 -1.39  -0.300
C4 3.32 -2.11 -1.19  -0.369
C5 3.44 -1.16 -2.40  0.246
C6 3.88 -1.73 -3.73  -0.015
N1 2.52 -1.64 -0.10  0.958
N2 2.68 -2.28 1.06  -1.262
C7 1.78 -1.82 1.99  0.243
C8 1.91 -2.39 3.29  -0.842
C9 0.97 -1.94 4.20  -0.378
C10 -0.02 -1.06 3.84  -1.470
C11 -0.10 -0.57 2.58  0.177
N3 0.78 -0.97 1.66  0.359
H1 4.81 -3.40 -4.66  0.311
H2 4.95 -4.82 -2.64  0.419
H3 3.68 -4.05 -0.58  0.509
H4 4.00 -0.26 -2.11  0.153
H5 4.70 -1.12 -4.12  0.563
H6 2.66 -3.06 3.58  0.609
H7 0.86 -2.19 5.24  0.404
H8 -0.74 -0.77 4.53  0.679
H9 -0.87 0.12 2.24  0.465
Cl1 0.59 -1.00 -7.95  -0.265
C12 1.04 -0.99 -6.31  0.663
C13 2.32 -1.43 -5.92  -1.098
C14 2.60 -1.36 -4.57  0.955
I1 -1.06 -2.63 -1.27  -0.475
C15 1.74 -0.69 -3.76  -0.216
O1 2.06 -0.65 -2.45  0.789
C16 0.48 -0.23 -4.11  -0.511
N4 -0.44 0.09 -3.10  0.444
C17 -1.70 0.22 -3.40  -0.110
C18 -2.22 0.13 -4.72  -0.988
C19 -1.34 -0.27 -5.75  -0.834
C20 0.06 -0.47 -5.44  0.033
H10 2.91 -1.83 -6.70  0.560
H11 -2.42 0.47 -2.62  0.366
H12 -3.27 0.44 -4.82  0.377
H13 -1.75 -0.37 -6.73  0.416
C21 -3.36 2.72 1.91  -0.897
N5 -2.00 2.88 2.25  0.218
C22 -1.50 3.34 3.49  -0.573
C23 -0.15 3.33 3.36  -0.699
N6 0.16 2.80 2.11  0.455
B1 1.61 2.68 1.38  0.217
N7 1.71 3.81 0.31  0.561
C24 1.69 5.15 0.58  -0.732
C25 1.84 5.88 -0.55  -0.254
N8 1.89 4.98 -1.56  0.307
C26 1.89 5.34 -2.97  -0.794
C27 1.78 3.69 -1.03  -0.414
S1 1.74 2.29 -2.02  -0.375
C28 -0.96 2.47 1.47  -0.283
S2 -1.26 1.92 -0.09  -0.339
H14 -4.00 3.33 2.51  0.357
H15 -3.61 1.66 2.00  0.286
H16 -3.47 2.95 0.80  0.276
H17 -2.11 3.80 4.25  0.456
H18 0.61 3.70 3.95  0.617
H19 1.69 1.63 0.85  -0.332
H20 2.44 2.89 2.27  -0.160
H21 1.54 5.55 1.59  0.397
H22 1.98 6.94 -0.70  0.431
H23 1.95 6.47 -2.98  0.303
H24 0.98 5.00 -3.47  0.291
H25 2.81 4.92 -3.46  0.286
Cl2 -5.28 -5.53 6.81  -0.226
C29 -4.96 -4.34 5.49  0.394
C30 -6.00 -3.70 4.83  -0.643
C31 -5.71 -2.69 3.94  -0.543
C32 -4.34 -2.39 3.56  1.124
C33 -4.03 -1.52 2.58  -1.212
C34 -3.34 -3.17 4.22  -0.218
C35 -3.66 -4.11 5.13  -0.632
H26 -6.98 -3.87 5.23  0.377
H27 -6.50 -2.12 3.43  0.283
H28 -4.92 -1.06 2.10  0.192
H29 -2.99 -1.32 2.24  0.313
H30 -2.30 -3.07 3.89  0.372
H31 -2.87 -4.73 5.56  0.378

As for the expectation value of S²: 12.74. Its highest occupied orbital energy (alpha / beta) is -6.46 / -7.53 eV. The spin multiplicity is 7.

---

# 2
DFT (ωB97M-V with the def2-TZVPD basis set) results for a molecular structure, C35H31CeN4O5.

Last column: Mulliken charge in e.
Geometry (Å):
Ce1 0.26 -0.63 -0.06  1.426
O1 -1.59 -0.47 -3.33  -0.563
C1 -1.13 -0.83 -2.10  -0.211
O2 -1.47 0.38 -1.08  -0.102
C2 -2.01 -1.93 -1.58  -0.256
O3 -1.37 -2.51 -0.41  -0.412
C3 -2.12 -2.45 0.83  -0.400
C4 -2.21 -1.04 1.44  0.702
O4 -3.31 -0.62 1.73  -0.655
O5 -1.06 -0.44 1.63  -0.546
H1 -0.87 -0.07 -3.82  0.501
H2 -2.07 -2.71 -2.34  0.368
H3 -3.02 -1.60 -1.32  0.270
H4 -1.59 -3.10 1.52  0.316
H5 -3.13 -2.82 0.68  0.399
C5 0.21 5.48 -1.51  -1.088
C6 0.46 5.53 -2.99  1.217
C7 0.13 6.66 -3.73  -0.505
C8 0.36 6.73 -5.10  -0.679
C9 0.94 5.65 -5.76  -0.615
C10 1.26 4.51 -5.04  -0.531
C11 1.03 4.45 -3.67  -0.595
N1 1.38 3.27 -2.96  0.462
C12 0.50 2.45 -2.29  -0.341
N2 -0.79 2.61 -2.73  0.278
C13 -2.09 2.37 -2.20  -0.261
C14 -2.44 1.28 -1.41  0.734
C15 -3.73 1.13 -0.94  -0.837
C16 -4.71 2.04 -1.30  -1.195
C17 -4.38 3.10 -2.14  -0.931
C18 -3.09 3.28 -2.59  1.385
C19 -2.77 4.44 -3.50  -1.265
N3 0.91 1.60 -1.40  0.392
C20 2.30 1.61 -1.10  -0.940
C21 2.80 2.45 -0.10  -0.059
C22 4.14 2.43 0.23  -1.097
C23 5.00 1.57 -0.44  -0.610
C24 4.51 0.73 -1.43  -1.097
C25 3.16 0.73 -1.77  1.672
C26 2.62 -0.19 -2.84  -0.983
H6 0.14 6.49 -1.10  0.552
H7 1.01 4.95 -0.99  0.151
H8 -0.72 4.96 -1.28  0.172
H9 -0.31 7.51 -3.22  0.426
H10 0.10 7.63 -5.65  0.397
H11 1.13 5.70 -6.82  0.407
H12 1.70 3.65 -5.54  0.485
H13 2.36 3.05 -2.85  0.288
H14 -0.82 3.27 -3.49  -0.116
H15 -3.95 0.31 -0.26  0.224
H16 -5.72 1.92 -0.93  0.435
H17 -5.15 3.81 -2.44  0.383
H18 -3.67 5.01 -3.72  0.425
H19 -2.36 4.11 -4.47  0.355
H20 -2.04 5.13 -3.06  0.102
H21 2.11 3.10 0.43  0.561
H22 4.51 3.08 1.01  0.445
H23 6.06 1.55 -0.19  0.419
H24 5.18 0.05 -1.94  0.420
H25 3.43 -0.75 -3.30  0.501
H26 2.08 0.36 -3.61  0.166
H27 1.92 -0.91 -2.42  0.165
N4 1.77 -8.36 6.16  -0.511
C27 1.79 -7.46 5.44  -0.002
C28 1.80 -6.33 4.54  0.566
C29 2.54 -5.19 4.85  -0.513
C30 2.56 -4.12 3.99  -0.577
C31 1.84 -4.15 2.79  0.354
C32 1.10 -5.30 2.48  -0.518
C33 1.08 -6.38 3.35  -0.564
C34 1.85 -3.04 1.88  0.895
C35 1.83 -2.11 1.08  -1.696
H28 3.10 -5.16 5.78  0.439
H29 3.13 -3.23 4.23  0.458
H30 0.56 -5.34 1.55  0.523
H31 0.52 -7.27 3.11  0.435

As for the expectation value of S²: 0.75. Its highest occupied orbital energy (alpha / beta) is -8.04 / -8.15 eV. For the energy above the lowest of the compared OMol25 structures with the same formula, charge and spin, the calculation gives 35.1 kcal per mole. The spin multiplicity is 2.

---

Number 1: E -128693.050 eV, F_max 3.6 eV Å⁻¹. Number 2: E -65923.723 eV, F_max 2.7 eV Å⁻¹.